[1]
ORCA calculation (ωB97M-V with the def2-TZVPD basis set) on a 2-piece molecular cluster, C4H11NO overall at a distorted geometry.

The geometry in ORCA input format:
```
! wB97M-V def2-TZVPD RIJCOSX def2/J DEFGRID3
* xyz 0 1
O 1.695 1.217 1.347
N 0.713 1.657 -0.617
C -0.763 -1.954 -1.189
C 0.301 -2.333 -0.145
C 0.746 1.695 0.732
C -0.384 2.366 1.400
H 0.011 2.033 -1.237
H -0.398 -1.325 -1.956
H -0.155 2.450 2.470
H 1.135 0.832 -1.010
H -1.225 1.786 1.290
H -1.217 -2.840 -1.545
H -1.588 -1.358 -0.665
H -0.592 3.308 0.820
H -0.094 -3.114 0.495
H 0.606 -1.500 0.384
H 1.208 -2.920 -0.574
*
```

As for the SMILES: CC(N)=O.CC. For the HOMO-LUMO gap, the calculation gives 0.3899 Eh. The value obtained for the molar mass is 89.14 g/mol.

***

[2]
ORCA calculation (ωB97M-V with the def2-TZVPD basis set) on a 2-piece molecular cluster, C4H11NO2 overall at a distorted geometry.

The geometry in ORCA input format:
```
! wB97M-V def2-TZVPD RIJCOSX def2/J DEFGRID3
* xyz 0 1
O 0.452 2.145 -2.255
O -0.997 -0.327 -1.723
N -1.226 -0.190 0.527
C -0.286 0.093 1.602
C 0.812 1.141 1.311
C -0.091 -2.149 -0.536
C -0.808 -0.815 -0.627
H 1.606 0.956 2.030
H -0.834 0.399 2.488
H 0.179 -2.439 0.455
H 0.259 -0.828 1.813
H 1.177 0.944 0.305
H 0.032 1.295 -2.054
H -1.880 0.559 0.357
H -0.735 -2.848 -1.062
H 1.160 1.934 -2.872
H 0.821 -1.992 -1.103
H 0.358 2.123 1.345
*
```

As for the SMILES: CCNC(C)=O.O. For the HOMO-LUMO gap, the calculation gives 0.3911 Eh. The value obtained for the molar mass is 105.14 g/mol.

***

[3]
ORCA calculation (ωB97M-V with the def2-TZVPD basis set) on a 2-piece molecular cluster, C4H11NO2 overall at a distorted geometry.

The geometry in ORCA input format:
```
! wB97M-V def2-TZVPD RIJCOSX def2/J DEFGRID3
* xyz 0 1
O -0.023 2.622 -1.276
O 0.258 -0.962 2.379
N -1.351 -0.644 0.856
C -0.155 -1.189 1.261
C 0.535 -2.075 0.256
C 0.456 -1.633 -1.200
C 0.058 2.684 0.184
H -1.708 0.030 1.513
H 1.582 -2.032 0.569
H 0.195 3.505 -1.599
H 0.288 -3.104 0.427
H 1.036 2.994 0.534
H -0.835 3.204 0.525
H 0.002 1.620 0.415
H 0.869 -2.372 -1.868
H 0.900 -0.664 -1.301
H -1.538 -0.537 -0.124
H -0.568 -1.447 -1.552
*
```

As for the SMILES: CCC(N)=O.CO. For the HOMO-LUMO gap, the calculation gives 0.3891 Eh. The value obtained for the molar mass is 105.14 g/mol.

***

[4]
ORCA calculation (ωB97M-V with the def2-TZVPD basis set) on a 3-piece molecular cluster, C4H11NO2 overall at a distorted geometry.

The geometry in ORCA input format:
```
! wB97M-V def2-TZVPD RIJCOSX def2/J DEFGRID3
* xyz 0 1
O 0.920 -2.723 0.159
O 0.149 1.092 0.493
N 0.479 -0.673 -2.272
C 1.788 -0.588 -0.415
C -1.158 0.757 0.306
C 1.009 -1.537 0.348
C -1.767 1.299 1.619
H 2.389 0.333 0.142
H -1.424 2.351 1.484
H -1.571 1.211 -0.568
H 2.250 -1.108 -1.185
H -2.783 1.172 2.018
H 0.719 0.043 -2.955
H 0.054 -1.371 -2.801
H -1.053 0.997 2.410
H 0.800 0.251 -0.327
H 0.476 -1.142 1.273
H -1.278 -0.363 0.272
*
```

For the HOMO-LUMO gap, the calculation gives 0.2207 Eh. The value obtained for the molar mass is 105.14 g/mol.

***

[5]
ORCA calculation (ωB97M-V with the def2-TZVPD basis set) on a 2-piece molecular cluster, C4H11NO2 overall at a distorted geometry.

The geometry in ORCA input format:
```
! wB97M-V def2-TZVPD RIJCOSX def2/J DEFGRID3
* xyz 0 1
O 3.863 -0.871 -2.605
O 1.353 1.034 -1.171
N 0.225 0.694 0.768
C -0.964 0.046 0.250
C -1.289 -1.277 0.995
C -2.132 1.023 0.324
C 1.273 1.126 0.031
H -0.792 -0.242 -0.777
H -2.251 1.263 1.384
H -1.554 -2.035 0.269
H 0.218 0.765 1.784
H 3.247 -1.534 -2.934
H -0.471 -1.609 1.616
H -1.902 1.939 -0.221
H -2.181 -1.141 1.615
H 2.060 1.581 0.655
H 4.369 -1.374 -1.957
H -3.072 0.613 -0.024
*
```

As for the SMILES: CC(C)NC=O.O. For the HOMO-LUMO gap, the calculation gives 0.3843 Eh. The value obtained for the molar mass is 105.14 g/mol.

***

[6]
ORCA calculation (ωB97M-V with the def2-TZVPD basis set) on a 2-piece molecular cluster, C4H11NO2 overall at a distorted geometry.

The geometry in ORCA input format:
```
! wB97M-V def2-TZVPD RIJCOSX def2/J DEFGRID3
* xyz 0 1
O -1.493 -0.438 0.631
O -0.553 1.004 1.994
N 2.108 -0.282 -0.149
C -1.574 1.860 -0.046
C 1.109 -2.064 -1.591
C 1.160 -0.585 -1.214
C -1.152 0.856 0.970
H 2.585 -1.103 0.124
H -2.592 2.176 0.186
H -0.788 -1.024 0.689
H -0.912 2.715 -0.092
H 0.689 -2.355 -2.548
H 1.472 -0.122 -2.159
H 0.644 -2.613 -0.761
H -1.662 1.358 -1.006
H 2.751 0.440 -0.429
H 0.160 -0.244 -0.984
H 2.106 -2.516 -1.635
*
```

As for the SMILES: CC(=O)O.CCN. For the HOMO-LUMO gap, the calculation gives 0.3768 Eh. The value obtained for the molar mass is 105.14 g/mol.

***

[7]
ORCA calculation (ωB97M-V with the def2-TZVPD basis set) on a 2-piece molecular cluster, C4H11NO2 overall at a distorted geometry.

The geometry in ORCA input format:
```
! wB97M-V def2-TZVPD RIJCOSX def2/J DEFGRID3
* xyz 0 1
O 2.919 0.135 0.165
O -0.612 -2.172 0.179
N 0.356 -0.284 -1.423
C 0.469 0.493 -0.208
C 1.631 -0.132 0.659
C -2.093 0.548 -0.068
C -0.757 0.441 0.537
H -1.370 -1.645 0.460
H -0.385 -0.900 -1.046
H -2.882 0.215 0.610
H 1.641 0.254 1.688
H -2.201 -0.035 -0.980
H 0.844 1.512 -0.424
H 1.200 -0.806 -1.523
H -2.302 1.596 -0.287
H 1.371 -1.188 0.591
H -0.701 1.045 1.451
H 2.872 0.923 -0.382
*
```

For the HOMO-LUMO gap, the calculation gives 0.2529 Eh. The value obtained for the molar mass is 105.14 g/mol.

***

[8]
ORCA calculation (ωB97M-V with the def2-TZVPD basis set) on a 3-piece molecular cluster, C4H11NO2 overall at a distorted geometry.

The geometry in ORCA input format:
```
! wB97M-V def2-TZVPD RIJCOSX def2/J DEFGRID3
* xyz 0 1
O -1.866 -5.805 -1.553
O -4.940 5.391 0.114
N 0.017 -1.385 1.113
C 2.626 1.124 -0.396
C 1.081 -1.003 0.235
C 3.544 1.937 0.234
C 1.902 0.123 0.457
H -0.524 -2.239 0.741
H -2.732 -5.836 -1.935
H -5.043 5.141 1.024
H 2.258 0.237 1.470
H -2.133 -5.823 -0.671
H -3.971 5.232 -0.123
H 4.120 2.597 -0.504
H 2.793 1.039 -1.478
H 3.787 1.901 1.281
H -0.597 -0.585 1.235
H 1.458 -1.734 -0.502
*
```

As for the SMILES: C=C/C=C/N.O.O. For the HOMO-LUMO gap, the calculation gives 0.2886 Eh. The value obtained for the molar mass is 105.14 g/mol.

***

[9]
ORCA calculation (ωB97M-V with the def2-TZVPD basis set) on C4H11NO2 as an isolated structure at a distorted geometry.

The geometry in ORCA input format:
```
! wB97M-V def2-TZVPD RIJCOSX def2/J DEFGRID3
* xyz 0 1
O 0.288 -0.427 -0.615
O 3.076 -0.740 -0.520
N -2.584 -0.266 -0.800
C -1.904 -0.018 0.499
C 1.077 0.735 -0.345
C 2.355 0.300 0.249
C -0.564 -0.773 0.443
H 2.114 -0.108 1.385
H 0.523 1.523 0.474
H -1.652 0.943 0.480
H 2.857 1.239 0.507
H 0.889 1.233 -1.681
H -0.094 -0.818 1.340
H -2.542 -0.283 1.227
H -0.737 -1.641 0.285
H 2.163 -1.503 -0.527
H -1.888 0.217 -1.393
H -3.376 0.386 -1.009
*
```

For the HOMO-LUMO gap, the calculation gives 0.3854 Eh. The value obtained for the molar mass is 105.14 g/mol.

***

[10]
ORCA calculation (ωB97M-V with the def2-TZVPD basis set) on a 3-piece molecular cluster, C4H11NO2 overall at a distorted geometry.

The geometry in ORCA input format:
```
! wB97M-V def2-TZVPD RIJCOSX def2/J DEFGRID3
* xyz 0 1
O -1.816 1.902 1.014
O -2.459 -1.089 0.836
N 1.438 1.967 -1.896
C 0.757 -0.917 0.345
C 1.075 1.107 -0.878
C 1.362 -0.214 -0.761
C 0.817 -2.306 0.506
H 0.987 2.863 -1.800
H 1.642 -2.923 0.828
H -2.137 2.047 1.905
H -1.634 0.976 0.908
H -0.181 -2.725 0.646
H -1.682 -0.988 0.271
H 1.256 1.569 -2.805
H 0.332 -0.375 1.198
H 2.123 -0.510 -1.483
H 0.289 1.455 -0.198
H -2.170 -1.839 1.366
*
```

As for the SMILES: C=C/C=C/N.O.O. For the HOMO-LUMO gap, the calculation gives 0.2656 Eh. The value obtained for the molar mass is 105.14 g/mol.

***

[11]
ORCA calculation (ωB97M-V with the def2-TZVPD basis set) on the molecule C4H11NO2 at a distorted geometry.

The geometry in ORCA input format:
```
! wB97M-V def2-TZVPD RIJCOSX def2/J DEFGRID3
* xyz 0 1
O -0.248 -2.241 -1.461
O 1.436 1.727 1.727
N 0.963 -0.873 0.663
C -1.265 -1.325 -1.122
C 0.747 1.551 0.496
C -0.727 0.062 -0.852
C -0.002 0.227 0.463
H 1.648 -0.595 1.356
H 0.491 -1.709 1.012
H -1.960 -1.250 -1.955
H -0.054 2.308 0.423
H 1.405 1.721 -0.359
H -1.558 0.784 -0.817
H -0.628 0.303 1.361
H -1.892 -1.672 -0.285
H 1.177 2.579 2.085
H 0.567 -1.938 -1.035
H -0.098 0.340 -1.698
*
```

As for the SMILES: N[C@@H](CO)CCO. For the HOMO-LUMO gap, the calculation gives 0.3803 Eh. The value obtained for the molar mass is 105.14 g/mol.

***

[12]
ORCA calculation (ωB97M-V with the def2-TZVPD basis set) on a 2-piece molecular cluster, C4H11NO2 overall at a distorted geometry.

The geometry in ORCA input format:
```
! wB97M-V def2-TZVPD RIJCOSX def2/J DEFGRID3
* xyz 0 1
O 0.340 3.334 -1.544
O -0.497 1.019 5.570
N 0.276 -0.115 -0.313
C 0.468 -1.415 -0.968
C 0.875 1.007 -1.034
C 0.085 2.397 -0.852
C -0.767 -2.225 -1.275
H 0.976 -1.353 -1.903
H -0.808 0.046 -0.460
H 1.343 -1.876 -0.408
H -0.327 -3.202 -1.393
H -1.417 -2.431 -0.411
H -1.042 0.330 5.188
H 1.018 1.024 -2.097
H 1.914 1.265 -0.588
H -1.370 -1.913 -2.139
H -0.818 2.510 -0.188
H -0.249 1.597 4.815
*
```

As for the SMILES: CCNCC=O.O. For the HOMO-LUMO gap, the calculation gives 0.3744 Eh. The value obtained for the molar mass is 105.14 g/mol.

***

Results for LUMO energy: 0.76 0.88 0.81 -3.09 0.82 0.85 -2.20 0.56 0.85 -0.04 0.71 0.64 (in eV, following the order of the records).